[1]
Entry from the OMol25 dataset: C9H14F12INO13PdS4 as an isolated structure (wB97M-V/def2-TZVPD).

Results
Multiplicity: 4
Electronic energy (eV): -125196.7453
LUMO energy (spin up / spin down) (eV): 1.47 / -2.02
Total charge: -1

Each line ends with the natural charge from an NBO analysis.
CARTESIAN COORDINATES (ANGSTROEM)
Pd  -0.186  0.993  -1.415  1.398
I  1.936  2.487  -2.486  0.131
C  0.456  -1.348  2.399  -0.427
N  1.872  -1.895  2.424  -0.214
C  2.389  -1.900  3.982  -0.384
C  1.951  -3.294  1.774  -0.414
C  2.753  -0.814  1.718  -0.240
C  2.693  -0.632  0.166  -0.093
O  1.486  -0.636  -0.581  -0.763
H  0.453  -0.511  3.096  0.231
H  -0.118  -2.155  2.854  0.212
H  0.093  -1.039  1.419  0.304
H  2.291  -0.896  4.394  0.238
H  3.410  -2.277  4.033  0.212
H  1.780  -2.600  4.554  0.223
H  1.329  -3.948  2.385  0.223
H  2.988  -3.626  1.743  0.208
H  1.450  -3.271  0.806  0.284
H  3.776  -1.085  1.982  0.203
H  2.565  0.173  2.140  0.254
H  3.489  -1.198  -0.318  0.184
H  3.110  0.343  -0.083  0.200
H  1.548  -1.164  -1.380  0.531
C  1.026  -1.378  -5.314  0.771
F  1.833  -0.426  -5.217  -0.300
F  0.076  -1.105  -6.176  -0.310
F  1.637  -2.461  -5.635  -0.305
S  0.229  -1.715  -3.596  2.269
O  1.379  -2.050  -2.703  -1.040
O  -0.363  -0.460  -3.089  -1.017
O  -0.691  -2.834  -3.742  -0.905
C  -1.412  4.029  1.869  0.786
F  -2.332  3.971  0.896  -0.288
F  -0.492  4.937  1.740  -0.294
F  -2.004  4.054  3.097  -0.317
S  -0.536  2.292  1.856  2.235
O  -1.484  1.452  2.671  -0.948
O  -0.418  1.807  0.449  -1.061
O  0.848  2.408  2.350  -0.996
C  -1.969  4.708  -2.233  0.717
F  -2.810  5.718  -1.982  -0.309
F  -1.393  4.888  -3.414  -0.328
F  -0.972  4.538  -1.360  -0.334
S  -2.917  3.066  -2.421  2.326
O  -3.437  3.086  -3.798  -0.965
O  -1.967  2.028  -2.143  -1.029
O  -4.015  3.121  -1.474  -0.970
C  -3.234  -1.535  1.270  0.767
F  -4.266  -0.689  1.004  -0.309
F  -2.368  -1.064  2.173  -0.324
F  -3.721  -2.666  1.744  -0.317
S  -2.143  -1.819  -0.341  2.283
O  -1.069  -2.771  -0.003  -1.012
O  -3.021  -2.324  -1.378  -0.929
O  -1.512  -0.513  -0.699  -1.046

---

[2]
Entry from the OMol25 dataset: one molecule with the formula C4H7NO (wB97M-V/def2-TZVPD).

Results
Electronic energy (eV): -7796.3307
LUMO energy (eV): 1.17
Structure (SMILES): C1N[C@H]1[C@H]1CO1
Energy above the lowest of the compared OMol25 structures with the same formula, charge and spin (kcal per mole): 76.42

Each line ends with the natural charge from an NBO analysis.
CARTESIAN COORDINATES (ANGSTROEM)
C  -1.744  -0.283  -0.086  -0.266
N  -1.240  1.014  0.415  -0.588
C  -0.509  0.296  -0.620  -0.114
C  0.777  -0.431  -0.387  0.042
C  1.893  0.193  0.316  -0.109
O  1.064  -0.774  0.958  -0.497
H  -1.544  -1.146  0.555  0.192
H  -2.703  -0.230  -0.572  0.198
H  -1.093  0.682  1.353  0.366
H  -0.599  0.760  -1.601  0.210
H  0.975  -1.230  -1.107  0.190
H  2.915  -0.124  0.111  0.186
H  1.766  1.212  0.677  0.189

---

[3]
Entry from the OMol25 dataset: one molecule with the formula C4H10N4O (wB97M-V/def2-TZVPD).

Results
Electronic energy (eV): -12314.7245
LUMO energy (spin up / spin down) (eV): 0.50 / 0.50
Energy above the lowest of the compared OMol25 structures with the same formula, charge and spin (kcal per mole): 87.88

Each line ends with the natural charge from an NBO analysis.
CARTESIAN COORDINATES (ANGSTROEM)
C  -0.718  -0.570  -0.234  0.192
C  -2.195  -0.505  -0.017  -0.652
C  -0.156  -1.635  -1.105  -0.674
C  -0.162  1.410  -0.100  0.765
N  2.139  0.417  1.525  -0.696
N  0.998  1.709  -0.764  -0.856
N  0.107  -0.015  0.734  -0.220
N  1.288  -0.513  0.896  -0.189
O  -1.087  2.143  0.119  -0.601
H  2.928  -0.103  1.885  0.372
H  1.677  0.918  2.286  0.353
H  1.053  2.689  -1.005  0.401
H  1.856  1.329  -0.378  0.423
H  -2.718  -0.493  -0.975  0.220
H  -2.522  -1.401  0.526  0.218
H  -2.490  0.367  0.562  0.254
H  -0.833  -1.849  -1.932  0.221
H  0.007  -2.563  -0.541  0.232
H  0.826  -1.335  -1.482  0.239

---

[4]
Entry from the OMol25 dataset: one molecule with the formula C19H29FN2O5S (wB97M-V/def2-TZVPD).

Results
Electronic energy (eV): -46944.8406
LUMO energy (eV): 0.37
Structure (SMILES): O=C(NC[C@H]1C[C@@H]2CC[C@H]1N2C(=O)[C@H]1CCS(=O)(=O)C1)[C@@H](F)C1CCOCC1
Energy above the lowest of the compared OMol25 structures with the same formula, charge and spin (kcal per mole): 5.08

Each line ends with the natural charge from an NBO analysis.
CARTESIAN COORDINATES (ANGSTROEM)
O  2.087  -0.859  -1.035  -0.630
C  1.938  0.308  -1.354  0.640
N  0.805  1.006  -1.153  -0.607
C  -0.401  0.420  -0.585  -0.210
C  -0.997  -0.751  -1.382  -0.241
C  -0.568  -2.162  -0.879  -0.406
C  -1.903  -2.820  -0.499  -0.046
C  -2.682  -3.159  -1.778  -0.415
C  -3.113  -1.755  -2.285  -0.402
C  -2.532  -0.821  -1.210  -0.029
N  -2.655  -1.659  -0.014  -0.453
C  -3.170  -1.489  1.216  0.694
O  -3.090  -2.343  2.088  -0.650
C  -3.845  -0.155  1.513  -0.300
C  -5.072  -0.382  2.447  -0.404
C  -4.636  -0.116  3.881  -0.677
S  -3.636  1.343  3.709  2.187
O  -4.495  2.436  3.324  -0.953
O  -2.705  1.514  4.790  -0.930
C  -2.816  0.745  2.235  -0.680
C  3.087  1.087  -1.982  0.146
F  2.582  2.266  -2.555  -0.377
C  4.170  1.457  -0.977  -0.245
C  4.887  0.225  -0.417  -0.434
C  6.024  0.658  0.495  -0.064
O  6.947  1.502  -0.171  -0.527
C  6.321  2.684  -0.631  -0.064
C  5.203  2.386  -1.617  -0.428
H  0.774  1.947  -1.508  0.418
H  -0.200  0.101  0.441  0.205
H  -1.126  1.235  -0.538  0.200
H  -0.755  -0.600  -2.436  0.218
H  -0.021  -2.730  -1.630  0.225
H  0.078  -2.069  -0.010  0.233
H  -1.844  -3.606  0.247  0.248
H  -2.058  -3.696  -2.493  0.213
H  -3.549  -3.777  -1.552  0.218
H  -2.725  -1.515  -3.274  0.211
H  -4.198  -1.664  -2.316  0.214
H  -3.022  0.146  -1.130  0.216
H  -4.180  0.327  0.598  0.223
H  -5.863  0.315  2.176  0.228
H  -5.441  -1.399  2.338  0.242
H  -5.451  0.103  4.567  0.255
H  -3.996  -0.907  4.269  0.259
H  -1.943  0.187  2.571  0.253
H  -2.508  1.615  1.658  0.251
H  3.501  0.487  -2.795  0.190
H  3.688  1.990  -0.147  0.205
H  4.198  -0.419  0.127  0.239
H  5.299  -0.360  -1.245  0.207
H  5.620  1.181  1.374  0.157
H  6.592  -0.203  0.845  0.198
H  5.920  3.244  0.227  0.157
H  7.102  3.287  -1.093  0.197
H  5.629  1.899  -2.501  0.205
H  4.741  3.319  -1.940  0.224

---

[5]
Entry from the OMol25 dataset: one molecule with the formula C2H4INO2 (wB97M-V/def2-TZVPD).

Results
Electronic energy (eV): -15821.1248
LUMO energy (eV): -1.14
Structure (SMILES): C/C(=N\O)OI
Energy above the lowest of the compared OMol25 structures with the same formula, charge and spin (kcal per mole): 72.95

Each line ends with the natural charge from an NBO analysis.
CARTESIAN COORDINATES (ANGSTROEM)
C  0.085  -1.058  0.701  0.512
C  -0.363  0.326  0.846  -0.679
N  0.647  -1.620  -0.282  -0.250
O  -0.058  -1.657  1.897  -0.647
O  0.713  -1.114  -1.585  -0.545
I  0.814  -3.433  2.442  0.425
H  0.423  0.808  0.425  0.233
H  -1.308  0.542  0.272  0.236
H  -0.484  0.725  1.787  0.238
H  0.856  -1.913  -2.011  0.477

---

[6]
Entry from the OMol25 dataset: C26H35N3O2Ta as an isolated structure (wB97M-V/def2-TZVPD).

Results
Electronic energy (eV): -37643.2595
LUMO energy (eV): -3.06
Total charge: +1

Each line ends with the natural charge from an NBO analysis.
CARTESIAN COORDINATES (ANGSTROEM)
Ta  0.131  0.163  -0.508  2.119
C  1.495  2.807  0.403  -0.419
N  0.319  2.032  0.929  -0.488
C  0.671  1.830  2.376  -0.224
C  -0.161  0.916  3.264  -0.435
C  -0.194  -0.576  2.856  -0.233
N  0.692  -0.809  1.716  -0.512
C  1.740  -1.501  1.955  0.209
C  2.846  -1.718  1.036  -0.239
C  3.840  -2.649  1.351  -0.126
C  4.916  -2.833  0.504  -0.238
C  5.014  -2.072  -0.658  -0.142
C  4.053  -1.128  -0.986  -0.279
C  2.976  -0.960  -0.130  0.423
O  2.027  -0.042  -0.422  -0.775
C  -0.822  2.978  0.728  -0.233
C  -2.202  2.588  1.233  -0.428
C  -2.613  1.126  1.167  -0.225
N  -2.080  0.315  0.051  -0.573
C  -2.996  -0.383  -0.544  0.239
C  -2.855  -1.454  -1.492  -0.241
C  -4.005  -1.998  -2.087  -0.118
C  -3.902  -3.072  -2.939  -0.246
C  -2.646  -3.637  -3.185  -0.130
C  -1.500  -3.141  -2.593  -0.257
C  -1.613  -2.037  -1.755  0.382
O  -0.536  -1.527  -1.156  -0.741
H  1.667  3.666  1.057  0.199
H  1.278  3.153  -0.602  0.234
H  2.381  2.180  0.391  0.231
H  0.712  2.821  2.839  0.207
H  1.694  1.454  2.367  0.217
H  -1.166  1.305  3.412  0.213
H  0.304  0.999  4.249  0.240
H  -1.198  -0.900  2.578  0.203
H  0.112  -1.199  3.699  0.201
H  1.864  -1.944  2.948  0.177
H  3.751  -3.226  2.264  0.220
H  5.678  -3.559  0.746  0.231
H  5.858  -2.217  -1.319  0.229
H  4.123  -0.531  -1.884  0.237
H  -0.865  3.125  -0.349  0.236
H  -0.543  3.939  1.176  0.204
H  -2.903  3.193  0.654  0.234
H  -2.339  2.903  2.270  0.222
H  -3.703  1.067  1.154  0.207
H  -2.308  0.612  2.070  0.202
H  -4.033  -0.172  -0.277  0.187
H  -4.973  -1.562  -1.867  0.220
H  -4.783  -3.485  -3.408  0.233
H  -2.566  -4.486  -3.852  0.229
H  -0.529  -3.579  -2.772  0.238
C  -2.181  1.697  -3.044  -0.605
C  -0.677  1.810  -3.264  -0.082
C  -0.330  3.285  -3.503  -0.598
C  -0.286  0.994  -4.500  -0.598
C  0.140  1.297  -2.085  -0.747
H  -2.718  2.156  -3.878  0.220
H  -2.494  2.207  -2.129  0.192
H  -2.503  0.657  -2.989  0.205
H  -0.877  3.682  -4.362  0.217
H  0.737  3.410  -3.697  0.209
H  -0.588  3.900  -2.637  0.196
H  -0.824  1.351  -5.382  0.214
H  -0.523  -0.062  -4.358  0.209
H  0.783  1.073  -4.702  0.211
H  1.178  1.649  -2.184  0.236

---

Sequential strongest force on any atom output: 5.2 1.7 0.6 0.1 3.9 0.9 eV/Å